No. 1
Here is a cluster of 2 separate species, C6H12O in total from OMol25. Energies are from ωB97M-V/def2-TZVPD.

Geometry as XYZ:
```
19
Properties=species:S:1:pos:R:3:mulliken_charge:R:1
C -0.1823 1.5156 -1.7133 -0.69
O 0.4974 1.2469 -0.5193 -0.27
C -1.3889 -0.2148 0.5422 -0.22
C -0.7476 -1.5514 0.2605 -0.47
C -0.2328 -1.4737 1.7331 -0.49
C -0.8527 -0.0939 1.7554 -0.51
C 1.7830 0.6882 -0.5707 -0.74
H -1.1075 2.0263 -1.4199 0.22
H -0.4682 0.6047 -2.2689 0.30
H 0.3790 2.1808 -2.3827 0.33
H -2.0197 0.4226 -0.0693 0.45
H -1.4065 -2.3881 0.0079 0.33
H 0.0656 -1.5125 -0.4771 0.08
H 0.8503 -1.5667 1.8762 0.24
H -0.7391 -2.1790 2.3995 0.26
H -0.8292 0.7129 2.4819 0.35
H 1.9782 0.2369 0.4125 0.19
H 1.8917 -0.1001 -1.3317 0.34
H 2.5423 1.4632 -0.7448 0.31
```

The HOMO energy is -8.7 eV. As for the charge: 0. As for the structure (SMILES): C1=CCC1.COC. As for the spin multiplicity: 1.

---

No. 2
Here is a cluster of 3 separate species, C6H12O in total from OMol25. Energies are from ωB97M-V/def2-TZVPD.

Geometry as XYZ:
```
19
Properties=species:S:1:pos:R:3:mulliken_charge:R:1
C 0.7550 -1.1628 -2.5259 -0.48
O 1.5324 1.1774 -1.2327 -0.91
C -0.0194 -1.6126 -1.5356 -0.41
C -1.5465 1.1167 0.5774 -0.55
C -0.7214 0.4307 1.4025 0.78
C 0.6329 0.4969 1.0677 -0.40
C -1.1312 -0.5069 2.5170 -1.30
H 1.2851 -0.2535 -2.1265 0.39
H 0.7170 -1.5146 -3.5536 0.27
H 2.2449 1.7256 -0.8736 0.18
H -0.1165 -0.8848 -0.7313 -0.03
H -0.2752 -2.6442 -1.3879 0.30
H -2.6050 1.0056 0.5033 0.32
H -0.9163 1.7790 0.0145 0.32
H 1.2897 -0.1326 1.6612 0.28
H 1.0570 1.0229 0.1926 0.20
H -2.1730 -0.3988 2.7825 0.38
H -0.8155 -1.5031 2.2435 0.30
H -0.5618 -0.3107 3.4115 0.37
```

The HOMO energy is -8.1 eV. As for the charge: 0. As for the spin multiplicity: 1.

---

No. 3
Here is a cluster of 2 separate species, C6H12O in total from OMol25. Energies are from ωB97M-V/def2-TZVPD.

Geometry as XYZ:
```
19
Properties=species:S:1:pos:R:3:mulliken_charge:R:1
C -2.1823 -0.1571 0.8158 -1.12
C -1.1988 0.8491 0.2171 -0.56
C -0.4006 0.2602 -0.9298 0.09
C 0.9534 0.7874 -1.3229 -0.92
C 0.8274 -0.5945 -0.7585 -0.07
C 1.5048 -1.0018 0.5225 0.04
O 2.7589 -1.4054 0.4414 -0.69
H -2.8776 -0.5283 0.0536 0.31
H -2.7761 0.2925 1.6186 0.37
H -1.6553 -1.0242 1.2305 0.25
H -0.5273 1.2289 0.9982 0.28
H -1.7510 1.7209 -0.1589 0.31
H -1.0289 -0.0526 -1.7640 0.36
H 1.2075 0.9062 -2.3714 0.27
H 1.3973 1.5356 -0.6663 0.23
H 0.9520 -1.4225 -1.4554 0.40
H 1.5644 0.2868 1.2207 -0.01
H 0.8473 -1.4789 1.2755 0.30
H 2.3847 -0.2021 1.0333 0.15
```

The HOMO energy is -9.4 eV. As for the charge: 0. As for the spin multiplicity: 1.

---

No. 4
Here is a structure of composition C6H12O from OMol25. Energies are from ωB97M-V/def2-TZVPD.

Geometry as XYZ:
```
19
Properties=species:S:1:pos:R:3:mulliken_charge:R:1
C 0.2222 -1.9743 0.2584 -1.55
C -0.0285 -0.4779 0.4702 0.81
C -1.1691 -0.2692 1.4687 -1.47
C -0.2838 0.2339 -0.8424 -0.33
C -0.3355 1.7283 -0.9368 -0.68
C 1.0738 1.4396 -1.3972 -0.40
O 1.8954 1.5454 -0.2954 -0.41
H 1.0668 -2.1614 -0.4154 0.37
H 0.4454 -2.4610 1.2149 0.40
H -0.6622 -2.4697 -0.1628 0.34
H 0.8798 -0.0325 0.8980 0.18
H -0.9439 -0.7748 2.4153 0.41
H -2.1087 -0.6824 1.0820 0.34
H -1.3255 0.7932 1.6805 0.33
H -0.9257 -0.2904 -1.5549 0.59
H -0.9991 2.1321 -1.7006 0.25
H -0.3911 2.2810 0.0008 0.26
H 0.8165 0.1905 -1.6198 0.21
H 2.7733 1.2497 -0.5633 0.35
```

The HOMO energy is -8.0 eV. As for the charge: 0. As for the spin multiplicity: 1.

---

No. 5
Here is a cluster of 2 separate species, C6H12O in total from OMol25. Energies are from ωB97M-V/def2-TZVPD.

Geometry as XYZ:
```
19
Properties=species:S:1:pos:R:3:mulliken_charge:R:1
C -2.2764 1.0888 -0.1792 -1.00
C -0.5577 -1.4058 1.0506 -1.00
C -0.4113 -1.7319 -0.3824 -0.09
O 0.4806 -0.8561 -1.0588 -0.44
C 1.3843 -0.3701 -0.0716 0.25
C 1.8747 1.0078 -0.4726 -1.36
C 0.5592 -0.4302 1.2316 -0.08
H -3.1989 1.2211 -0.7568 0.33
H -1.4559 0.8304 -0.8601 0.17
H -2.0395 2.0247 0.3390 0.27
H -2.4176 0.2954 0.5504 0.25
H 0.0204 -2.7618 -0.2793 0.36
H -1.3405 -1.8366 -0.9524 0.34
H 2.2411 -1.0642 0.0073 0.33
H 2.3724 0.9713 -1.4476 0.33
H 2.5882 1.3877 0.2673 0.37
H 1.0306 1.7063 -0.5383 0.28
H 0.0150 0.5268 1.3972 0.20
H 1.1312 -0.6036 2.1555 0.48
```

The HOMO energy is -9.0 eV. As for the charge: 0. As for the spin multiplicity: 1.

---

No. 6
Here is a cluster of 2 separate species, C6H12O in total from OMol25. Energies are from ωB97M-V/def2-TZVPD.

Geometry as XYZ:
```
19
Properties=species:S:1:pos:R:3:mulliken_charge:R:1
C -0.8084 0.0794 -1.0399 -0.31
C -1.8804 -0.2323 -1.8038 -0.64
C -0.4688 -2.2536 -0.0312 -0.09
C -0.0112 -0.9114 -0.1836 0.80
C 1.0726 -0.4303 0.7905 -1.25
C -0.1029 -3.1172 1.1724 -1.27
H -0.8350 1.1513 -0.7431 0.23
H -1.8586 -1.2123 -2.3334 0.26
H -2.7604 0.4619 -1.9408 0.21
H -1.2422 -2.6390 -0.8054 0.06
H 1.9672 -1.1521 0.6545 0.29
H 1.4125 0.5478 0.3738 0.33
H 0.9433 -0.4219 1.8476 0.33
H -0.8058 -3.9637 1.1202 0.31
H 0.9027 -3.1164 1.3197 0.39
H -0.4363 -2.6500 2.0549 0.35
H 2.4613 5.3090 0.2461 0.32
H 1.4249 4.7382 1.0567 0.31
O 1.5026 5.5174 0.4654 -0.64
```

The HOMO energy is -8.1 eV. As for the charge: 0. As for the structure (SMILES): C=C/C(C)=C/C.O. As for the spin multiplicity: 1.

---

No. 7
Here is a cluster of 2 separate species, C6H12O in total from OMol25. Energies are from ωB97M-V/def2-TZVPD.

Geometry as XYZ:
```
19
Properties=species:S:1:pos:R:3:mulliken_charge:R:1
C 1.0184 1.4501 1.1503 -0.89
C -1.0830 0.9276 0.7632 -1.17
C -1.1034 -0.4407 0.5674 0.07
C -1.2000 -0.9906 -0.8332 -0.59
C 0.1860 -0.9596 -1.5541 -0.68
C 1.1949 -0.6219 -0.4749 -0.01
O 0.9198 -1.2828 0.6044 -0.59
H 1.3082 0.5398 1.6753 0.34
H 1.8451 1.9893 0.6807 0.32
H 0.4839 2.1417 1.7998 0.40
H -1.3972 1.3276 1.7225 0.54
H -1.2507 1.5960 -0.0806 0.28
H -1.2924 -1.0884 1.4142 0.32
H -1.5817 -2.0126 -0.7891 0.29
H -1.9214 -0.3958 -1.4042 0.35
H 0.2077 -0.2967 -2.4252 0.37
H 0.4088 -1.9753 -1.8993 0.27
H 2.2536 -0.5095 -0.7785 0.49
H 1.0034 0.6018 -0.1387 -0.11
```

The HOMO energy (spin up / spin down) is -8.3 / -8.3 eV. As for the charge: 0. As for the spin multiplicity: 1.

---

No. 8
Here is the molecule C6H12O from OMol25. Energies are from ωB97M-V/def2-TZVPD.

Geometry as XYZ:
```
19
Properties=species:S:1:pos:R:3:mulliken_charge:R:1
C -1.8920 -0.9492 -0.7258 -1.64
C -0.7584 -0.0365 -0.2552 0.83
C -1.2420 1.1181 0.6371 -1.31
C 0.2908 -0.7804 0.5453 -0.26
O 1.2455 -1.6183 -0.0850 -0.50
C 1.7053 -0.4058 0.5158 0.08
C 2.2466 0.6364 -0.4316 -1.37
H -2.6397 -0.3711 -1.2834 0.39
H -1.5090 -1.7375 -1.3839 0.37
H -2.4035 -1.4288 0.1171 0.34
H -0.2880 0.3858 -1.1507 0.16
H -1.2297 0.8243 1.6954 0.31
H -2.2634 1.4279 0.3967 0.39
H -0.5880 1.9912 0.5306 0.28
H -0.1034 -1.2044 1.4759 0.46
H 2.2718 -0.5431 1.4376 0.46
H 1.9227 0.4079 -1.4496 0.41
H 3.3395 0.6448 -0.4222 0.37
H 1.8949 1.6388 -0.1642 0.21
```

The HOMO energy is -10.1 eV. As for the charge: 0. As for the structure (SMILES): CC(C)[C@H]1O[C@H]1C. As for the spin multiplicity: 1.

---

No. 9
Here is a cluster of 2 separate species, C6H12O in total from OMol25. Energies are from ωB97M-V/def2-TZVPD.

Geometry as XYZ:
```
19
Properties=species:S:1:pos:R:3:mulliken_charge:R:1
C -3.2050 -1.7016 -0.8542 -1.16
C -1.9584 -1.0565 -0.3447 -0.07
C -0.8866 -0.7147 -1.0760 -0.28
C 0.4435 -0.5693 -0.4425 -0.12
C 0.6992 -0.4653 0.8697 -0.07
C 2.0592 -0.4318 1.5519 -1.18
H -3.3802 -2.5687 -0.2084 0.29
H -3.1639 -1.9892 -1.9097 0.33
H -4.1403 -1.1399 -0.7164 0.28
H -2.0101 -0.8261 0.7110 0.27
H -0.9087 -0.7260 -2.1591 0.33
H 1.2594 -0.2710 -1.0927 0.25
H -0.0240 -0.6545 1.6646 0.23
H 2.8697 -0.3758 0.8162 0.32
H 2.1568 0.4505 2.1883 0.31
H 2.2556 -1.3415 2.1128 0.28
H 1.8820 4.8203 -0.3627 0.32
H 3.2801 4.3800 -0.4471 0.32
O 2.7717 5.1812 -0.3011 -0.63
```

The HOMO energy is -8.3 eV. As for the charge: 0. As for the structure (SMILES): C/C=C/C=C/C.O. As for the spin multiplicity: 1.

---

No. 10
Here is a cluster of 2 separate species, C6H12O in total from OMol25. Energies are from ωB97M-V/def2-TZVPD.

Geometry as XYZ:
```
19
Properties=species:S:1:pos:R:3:mulliken_charge:R:1
C 2.3174 -0.1561 0.8343 -1.20
C 0.9697 -0.8099 0.7610 0.11
C -1.4922 -0.9561 1.2359 -1.15
C -0.1312 -0.3238 1.3312 -0.14
O 0.3039 2.3311 -1.0994 -0.49
C -0.6407 1.5849 -1.1965 0.17
C -0.7442 0.4706 -2.2040 -0.85
H 3.0883 -0.8704 1.1441 0.37
H 2.6182 0.2465 -0.1403 0.26
H 2.3142 0.6713 1.5507 0.30
H 0.9036 -1.7425 0.1935 0.30
H -2.1120 -0.7175 2.1055 0.35
H -1.4173 -2.0447 1.1587 0.33
H -2.0412 -0.6055 0.3510 0.19
H -0.0595 0.6138 1.8850 0.28
H -1.5253 1.7056 -0.5325 0.34
H 0.2336 0.2750 -2.6492 0.26
H -1.4472 0.7657 -2.9933 0.35
H -1.1383 -0.4379 -1.7358 0.22
```

The HOMO energy is -9.3 eV. As for the charge: 0. As for the structure (SMILES): C/C=C/C.CC=O. As for the spin multiplicity: 1.

---

No. 11
Here is the molecule C6H12O from OMol25. Energies are from ωB97M-V/def2-TZVPD.

Geometry as XYZ:
```
19
Properties=species:S:1:pos:R:3:mulliken_charge:R:1
C -1.7788 -1.0179 -0.6567 -1.57
C -0.7943 0.0528 -0.1819 0.79
C -1.4891 1.1279 0.6548 -1.52
C 0.3085 -0.5980 0.6238 -0.16
O 1.1339 -1.5440 -0.0443 -0.48
C 1.7493 -0.3604 0.4561 0.10
C 2.3650 0.5658 -0.5602 -1.32
H -2.5604 -0.5808 -1.2880 0.40
H -1.2557 -1.7868 -1.2337 0.36
H -2.2687 -1.5062 0.1958 0.34
H -0.3533 0.5244 -1.0688 0.10
H -1.9623 0.6838 1.5403 0.34
H -2.2740 1.6259 0.0755 0.40
H -0.7830 1.8926 0.9985 0.35
H -0.0189 -0.9355 1.6137 0.46
H 2.3755 -0.5384 1.3348 0.43
H 1.6760 0.7944 -1.3768 0.37
H 3.2543 0.0964 -0.9952 0.33
H 2.6757 1.5040 -0.0874 0.29
```

The HOMO energy is -10.0 eV. As for the charge: 0. As for the structure (SMILES): CC(C)[C@H]1O[C@H]1C. As for the spin multiplicity: 1.

---

No. 12
Here is the molecule C6H12O from OMol25. Energies are from ωB97M-V/def2-TZVPD.

Geometry as XYZ:
```
19
Properties=species:S:1:pos:R:3:mulliken_charge:R:1
C 2.1940 1.4513 -0.1774 -1.22
C 1.2251 0.5103 0.5338 -0.31
C -0.6516 -1.7511 0.1728 -0.24
C -1.5882 -2.5036 -0.6660 -0.91
C -1.1694 -0.4077 0.5481 -0.39
C -0.2182 0.7033 0.0771 -0.11
O -0.7793 1.9157 0.5545 -0.52
H 1.9615 2.5079 0.0084 0.32
H 2.1670 1.2875 -1.2621 0.33
H 3.2230 1.2858 0.1561 0.35
H 1.2615 0.6630 1.6202 0.24
H 1.5025 -0.5316 0.3462 0.40
H -1.2269 -2.0882 -1.6339 0.25
H -1.4022 -3.5797 -0.7200 0.32
H -2.6630 -2.2671 -0.6086 0.31
H -1.1583 -0.3872 1.6514 0.32
H -2.1939 -0.1542 0.2217 0.33
H -0.2354 0.7030 -1.0287 0.20
H -0.2484 2.6426 0.2063 0.33
```

The HOMO energy is -8.2 eV. As for the charge: 0. As for the spin multiplicity: 1.

---

no.,total energy (eV)
1,-8461.238
2,-8456.998
3,-8459.145
4,-8460.754
5,-8460.470
6,-8460.939
7,-8458.415
8,-8463.151
9,-8462.419
10,-8463.096
11,-8463.252
12,-8460.498